(1)
Formula: C6H10N4O2
Source: OMol25
Level of theory: ωB97M-V/def2-TZVPD

ΔE to the lowest compared entry with this formula, charge and spin = 295.2 kJ/mol
SMILES = C#CC(=O)NN.C/N=C/NC=O

```
! wB97M-V def2-TZVPD RIJCOSX def2/J DEFGRID3
* xyz 0 1
C 0.0542 -2.0660 2.1018
C -1.9757 -1.1746 1.4668
C -3.9838 0.0145 0.9338
C 2.3043 0.8705 -2.1553
C 3.2806 1.5508 -3.0179
C 3.9661 1.9149 -3.9495
H 0.8484 -2.3880 1.4147
H 0.3334 -1.0046 2.3634
H 0.0997 -2.6482 3.0393
H -1.7261 -0.2323 1.9816
H -3.4681 -1.8613 0.2510
H -4.9256 -0.0863 0.3617
H 0.1622 1.4788 -0.3951
H 1.2221 1.0867 0.8272
H 2.6861 2.1620 -0.5736
H 4.5223 2.3064 -4.7934
N -1.2348 -2.2022 1.4246
N -3.2229 -1.1010 0.8669
N 1.0218 0.9752 -0.1677
N 2.0849 1.4442 -0.9398
O -3.7165 1.0429 1.5324
O 1.6676 -0.0825 -2.5730
*
```

natural (NBO) population analysis, charges in e, atoms 1 to 4: number 1, C, carries -0.43; number 2, C, carries 0.26; number 3, C, carries 0.54; number 4, C, carries 0.58



(2)
Formula: C4H6S2
Source: OMol25
Level of theory: ωB97M-V/def2-TZVPD

ΔE to the lowest compared entry with this formula, charge and spin = 80.9 kJ/mol
SMILES = S=C1CC(S)C1

```
! wB97M-V def2-TZVPD RIJCOSX def2/J DEFGRID3
* xyz 0 1
C 0.3217 0.8780 0.5247
C 0.1222 0.4883 -0.9514
C 0.1910 -0.9663 -0.5129
C 0.0168 -0.5713 0.9495
H -0.3704 2.2815 2.3469
H 1.3365 1.1391 0.7291
H -0.8649 0.7128 -1.3408
H 0.8648 0.8002 -1.7021
H 0.7032 -1.0406 1.6762
H -1.0058 -0.7029 1.3033
S -0.7697 2.2241 1.0707
S 0.4838 -2.3593 -1.2627
*
```

natural (NBO) population analysis, charges in e, atoms 1 to 4: number 1, C, carries -0.32; number 2, C, carries -0.49; number 3, C, carries -0.04; number 4, C, carries -0.50



(3)
Formula: C6H12O
Source: OMol25
Level of theory: ωB97M-V/def2-TZVPD

ΔE to the lowest compared entry with this formula, charge and spin = 126.0 kJ/mol
SMILES = CC[C@@]1(C)C[C@H]1O

```
! wB97M-V def2-TZVPD RIJCOSX def2/J DEFGRID3
* xyz 0 1
C -0.9775 1.8027 0.9224
C -0.6471 0.3108 0.9642
C 0.3210 -0.2027 -0.1141
C 1.0223 0.8064 -1.0121
C 1.0914 -1.4493 0.2715
C 0.0517 -1.5328 -0.7884
O -1.0797 -2.2940 -0.4890
H -1.5052 2.0909 0.0073
H -0.0707 2.4121 0.9926
H -1.6073 2.0713 1.7774
H -1.5715 -0.2792 0.9263
H -0.2053 0.1003 1.9461
H 0.3898 1.1055 -1.8570
H 1.3085 1.7181 -0.4820
H 1.9376 0.3769 -1.4310
H 0.8040 -1.9031 1.2183
H 2.1428 -1.5418 0.0129
H 0.3977 -1.6211 -1.8221
H -1.8023 -1.9711 -1.0431
*
```

natural (NBO) population analysis, charges in e, atoms 1 to 4: number 1, C, carries -0.60; number 2, C, carries -0.39; number 3, C, carries -0.08; number 4, C, carries -0.60



(4)
Formula: H14O7
Source: OMol25
Level of theory: ωB97M-V/def2-TZVPD

ΔE to the lowest compared entry with this formula, charge and spin = 31.9 kJ/mol
SMILES = O.O.O.O.O.O.O

```
! wB97M-V def2-TZVPD RIJCOSX def2/J DEFGRID3
* xyz 0 1
H -0.6753 -0.8478 -2.7639
H -0.6121 0.0780 -1.5597
H 0.7872 -1.6900 -0.9624
H 0.8663 -1.5387 0.5051
H -2.1876 0.4997 0.0779
H -2.2275 -0.9861 -0.4096
H -0.6197 -1.4030 2.6497
H -1.2634 -0.8574 1.3214
H 1.3675 1.3449 0.6463
H 0.2023 0.8516 1.6524
H 3.5205 0.5706 0.2122
H 2.2696 -0.2852 -0.2769
H -1.2617 2.6322 -1.1659
H -0.4678 1.6689 -0.1690
O -0.6193 -0.9010 -1.7752
O 1.4654 -1.7056 -0.2714
O -2.4708 -0.4191 0.3781
O -0.4016 -0.8755 1.8502
O 0.5164 1.5766 1.0585
O 2.7379 0.6308 -0.3471
O -1.1903 1.6892 -0.8628
*
```

natural (NBO) population analysis, charges in e, atoms 1 to 4: number 1, H, carries 0.49; number 2, H, carries 0.51; number 3, H, carries 0.50; number 4, H, carries 0.50



Number 1: HOMO-LUMO gap 10.19 eV, HOMO level -9.54 eV. Number 2: HOMO-LUMO gap 8.50 eV, HOMO level -8.70 eV. Number 3: HOMO-LUMO gap 10.17 eV, HOMO level -9.29 eV. Number 4: HOMO-LUMO gap 11.52 eV, HOMO level -11.09 eV.